Here is a 2-piece molecular cluster, C5H7N overall in a non-equilibrium geometry from the OMol25 dataset. Energies are from ωB97M-V/def2-TZVPD.

Geometry as XYZ:
```
13
Properties=species:S:1:pos:R:3:forces:R:3
C 2.15344 -1.35425 -0.05545 -2.1 0.6 0.2
C 1.19887 -0.23199 -0.21866 -0.2 -3.2 0.5
C -3.32768 0.43329 0.18293 -0.4 0.4 1.2
C -2.27479 -0.12006 0.05291 -2.2 0.8 0.0
C 0.69229 1.09643 0.03410 -2.0 1.8 -0.6
N 0.71664 -1.32853 -0.66569 1.3 2.0 0.4
H 2.93977 -1.40581 -0.77170 0.7 -0.5 -0.1
H -4.15776 0.92811 0.65524 0.1 -0.2 -0.6
H 2.10893 -1.92131 0.87903 0.8 0.3 -0.3
H -1.40895 -0.55496 -0.23344 2.0 -1.5 -0.6
H 0.84574 1.68277 0.94853 0.9 -0.7 -0.1
H -0.41945 1.03544 0.01634 0.9 0.1 -0.2
H 0.93296 1.74087 -0.82413 0.2 0.0 0.3
```
Positions in Å, forces in eV/Å.

Output
- HOMO (hartree) = -0.3694
- multiplicity = 1
- gap between HOMO and LUMO (eV) = 11.06
- energy above the lowest of the compared OMol25 structures with the same formula, charge and spin (kJ/mol) = 459.0



Here is C43H47IN5OPRhS2 as an isolated structure from the OMol25 dataset. Energies are from ωB97M-V/def2-TZVPD.

Geometry as XYZ:
```
101
Properties=species:S:1:pos:R:3:forces:R:3
Rh -0.18041 -0.16013 -0.43321 0.1 0.0 0.1
I 0.07193 -1.18055 1.94423 0.0 0.0 0.0
C -1.83326 -1.12809 2.80795 0.0 0.0 0.0
C -1.79428 -0.84098 4.14476 0.0 0.0 0.0
C -2.95425 -0.93095 4.93395 0.0 0.0 0.0
C -4.10499 -1.36274 4.35427 0.0 0.0 0.0
C -4.16236 -1.68014 2.97426 0.0 0.0 0.0
C -5.36977 -2.21396 2.46758 0.0 0.0 0.0
C -5.46704 -2.59275 1.16643 0.0 0.0 0.0
C -4.38390 -2.35046 0.30909 0.0 0.0 0.0
C -3.19470 -1.79228 0.72446 0.0 0.0 0.0
P -2.09687 -1.38968 -0.70720 0.0 0.0 -0.1
C -3.25889 -0.69735 -1.92460 0.0 0.0 0.0
C -3.49672 0.67326 -1.87399 0.0 0.0 0.0
C -4.42174 1.26478 -2.72160 0.0 0.0 0.0
C -5.11464 0.48964 -3.63861 0.0 0.0 0.0
C -4.88379 -0.87813 -3.69967 0.0 0.0 0.0
C -3.96734 -1.47147 -2.84621 0.0 0.0 0.0
C -1.58176 -3.00175 -1.34644 0.0 -0.1 0.1
C -1.30250 -4.03830 -0.45335 0.0 0.0 0.0
C -0.81320 -5.24667 -0.92127 0.0 0.0 0.0
C -0.60542 -5.43145 -2.28314 0.0 0.0 0.0
C -0.88761 -4.40754 -3.17495 0.0 0.0 0.0
C -1.36786 -3.19381 -2.70917 0.0 0.0 -0.1
C -3.02396 -1.51500 2.12418 0.0 0.0 0.0
H -0.85680 -0.57124 4.61387 0.0 0.0 0.0
H -2.90728 -0.70347 5.99009 0.0 0.0 0.0
H -5.00231 -1.49817 4.94492 0.0 0.0 0.0
H -6.20317 -2.33788 3.14767 0.0 0.0 0.0
H -6.37131 -3.03996 0.77791 0.0 0.0 0.0
H -4.51659 -2.59606 -0.73458 0.0 0.0 0.0
H -2.94071 1.28088 -1.17415 0.0 0.0 0.0
H -4.59735 2.33172 -2.66986 0.0 0.0 0.0
H -5.83334 0.94748 -4.30506 0.0 0.0 0.0
H -5.42219 -1.48815 -4.41264 0.0 0.0 0.0
H -3.81123 -2.54049 -2.90559 0.0 0.0 0.0
H -1.48536 -3.91054 0.60735 0.0 0.0 0.0
H -0.60655 -6.04970 -0.22654 0.0 0.0 0.0
H -0.23409 -6.37994 -2.64797 0.0 0.0 0.0
H -0.73484 -4.55057 -4.23644 0.0 0.0 0.0
H -1.59072 -2.40569 -3.41590 0.1 0.0 0.0
N -0.96463 2.49331 -2.44636 0.0 0.0 0.0
C -0.40664 1.44355 -3.05621 0.0 0.0 0.0
N -0.05515 0.33128 -2.45122 0.0 0.0 0.0
C 0.66646 -0.51266 -3.31303 0.0 0.1 0.0
C 1.33687 -1.67556 -2.95429 0.0 0.0 0.0
C 2.03719 -2.36560 -3.92784 0.0 0.0 0.0
C 2.06544 -1.91853 -5.24752 0.0 0.0 0.0
C 1.41611 -0.75069 -5.61138 0.0 0.0 0.0
C 0.73521 -0.05292 -4.62673 0.0 0.0 0.0
S -0.06026 1.49525 -4.75850 0.0 0.0 0.0
H -1.12262 2.48129 -1.44421 0.0 0.0 0.0
H -1.19665 3.31643 -2.97264 0.0 0.0 0.0
H 1.32877 -2.03092 -1.93022 0.0 0.0 0.0
H 2.56853 -3.26851 -3.65822 0.0 0.0 0.0
H 2.61536 -2.47622 -5.99290 0.0 0.0 0.0
H 1.45863 -0.38443 -6.62819 0.0 0.0 0.0
O -1.17671 1.82098 0.28875 0.0 0.0 0.0
N -1.69573 1.99756 1.49647 0.0 0.0 0.0
C -3.01266 1.80768 1.69448 0.0 0.0 0.0
C -3.57444 2.04059 2.93044 0.0 0.0 0.0
C -2.77419 2.46990 3.97728 0.0 0.0 0.0
C -1.41613 2.63788 3.75358 0.0 0.0 0.0
C -0.89463 2.38947 2.50277 0.0 0.0 0.0
H -3.57054 1.48030 0.83031 0.0 0.0 0.0
H -4.63692 1.88876 3.05582 0.0 0.0 0.0
H -3.20127 2.66903 4.95025 0.0 0.0 0.0
H -0.75294 2.96777 4.54061 0.0 0.0 0.0
H 0.14566 2.49220 2.23337 0.0 0.0 0.0
C 4.89603 4.36454 1.14313 0.0 0.0 0.0
C 3.96230 4.96894 0.09540 0.0 0.0 0.0
C 2.93829 4.00913 -0.50814 0.0 0.0 0.0
C 1.89683 3.45218 0.45637 0.0 0.0 0.0
N 2.42131 2.43571 1.38237 0.0 0.0 0.0
C 2.71321 1.17530 1.03861 0.0 0.0 0.0
S 2.19196 0.50412 -0.46595 -0.1 0.0 0.0
N 3.46271 0.46858 1.88017 0.0 0.0 0.0
C 3.97866 -0.88632 1.65134 0.0 0.0 0.0
C 5.28892 -0.88755 0.87184 0.0 0.0 0.0
C 6.38946 -0.03031 1.49503 0.0 0.0 0.0
C 6.73961 -0.41738 2.92792 0.0 0.0 0.0
H 5.74373 5.02256 1.32938 0.0 0.0 0.0
H 5.29424 3.40117 0.81280 0.0 0.0 0.0
H 4.40666 4.22504 2.11177 0.0 0.0 0.0
H 4.56907 5.35750 -0.72413 0.0 0.0 0.0
H 3.44523 5.83424 0.52013 0.0 0.0 0.0
H 3.44448 3.17177 -0.99688 0.0 0.0 0.0
H 2.39013 4.53433 -1.29474 0.0 0.0 0.0
H 1.06895 2.99660 -0.08276 0.0 0.0 0.0
H 1.48528 4.25102 1.07858 0.0 0.0 0.0
H 2.90916 2.79901 2.18896 0.0 0.0 0.0
H 3.88681 0.96633 2.65183 0.0 0.0 0.0
H 3.21954 -1.44721 1.10938 0.0 0.0 0.0
H 4.10021 -1.34089 2.63416 0.0 0.0 0.0
H 5.08646 -0.55252 -0.14840 0.0 0.0 0.0
H 5.62570 -1.92543 0.80347 0.0 0.0 0.0
H 6.10609 1.02690 1.45105 0.0 0.0 0.0
H 7.27949 -0.11669 0.87023 0.0 0.0 0.0
H 5.91425 -0.24365 3.62476 0.0 0.0 0.0
H 7.58931 0.15858 3.29165 0.0 0.0 0.0
H 7.00298 -1.47454 2.99519 0.0 0.0 0.0
```
Positions in Å, forces in eV/Å.

Output
- HOMO (alpha / beta) (hartree) = -0.4720 / -0.4719
- net charge = +2
- multiplicity = 2
- gap between HOMO and LUMO (alpha / beta) (eV) = 7.63 / 7.22
- energy above the lowest of the compared OMol25 structures with the same formula, charge and spin (kJ/mol) = 4.7



Here is a 8-piece molecular cluster, C57H71FNO2 overall in a non-equilibrium geometry from the OMol25 dataset. Energies are from ωB97M-V/def2-TZVPD.

Geometry as XYZ:
```
132
Properties=species:S:1:pos:R:3:forces:R:3
C 1.99163 1.06499 1.20663 -0.7 -1.4 0.5
C 1.26015 1.16328 2.60788 0.5 0.8 -0.6
C 0.10015 2.25031 2.64212 1.5 0.3 1.1
O -1.18798 1.75240 2.94613 0.6 0.0 -0.7
C -1.95230 1.20660 1.87988 -2.1 -0.5 -0.1
C -2.57470 -0.12659 2.47067 1.4 0.0 0.2
F -3.25702 0.21777 3.65269 0.0 -0.1 -0.5
C -1.52098 -1.19574 2.87662 -0.1 -0.5 -0.1
C -2.21764 -2.59951 2.99036 0.4 0.5 -0.3
C -3.16483 2.18175 1.64536 0.9 0.6 -0.8
C -4.05555 1.89018 0.39915 -2.2 2.0 0.5
C -5.24226 0.87950 0.71208 0.8 0.2 1.0
C -4.81470 3.25562 0.10203 -0.2 -0.5 0.8
N -3.32833 1.57906 -0.84467 -0.7 -2.0 1.0
O -4.11945 1.26491 -1.80776 0.4 0.6 -0.2
C -2.22171 0.62088 -0.69209 2.5 -0.5 -1.1
C -2.63114 -0.89997 -0.74988 0.3 -0.3 0.1
C -1.30514 0.84438 -1.97296 -1.0 0.7 0.2
C -1.24970 0.96826 0.51314 -0.5 -0.3 -0.6
H 1.73788 1.88922 0.50924 0.4 -0.3 0.6
H 3.07909 0.93003 1.37679 -0.6 0.4 -0.4
H 1.63829 0.11917 0.72212 0.4 0.8 0.1
H 0.90685 0.17071 2.95333 0.0 0.7 -0.3
H 2.04886 1.46874 3.33918 -0.8 -0.1 -0.4
H 0.15182 2.93093 1.75658 -0.3 -0.7 0.4
H 0.37969 2.91117 3.50018 -0.6 -0.4 -0.5
H -3.31808 -0.59245 1.79979 0.3 0.5 0.2
H -1.02106 -0.89707 3.82724 -0.6 -0.1 -0.6
H -0.69030 -1.28077 2.13228 -0.8 0.2 0.3
H -2.85239 -2.73650 2.07960 0.3 0.0 0.8
H -2.84354 -2.65454 3.90892 0.4 -0.1 -0.7
H -1.44605 -3.39982 2.96720 -0.6 0.4 0.3
H -2.71426 3.19720 1.48919 -0.2 -0.8 0.1
H -3.81568 2.29756 2.54054 0.6 -0.4 -0.6
H -5.42962 0.99994 1.80919 0.0 -0.2 -0.8
H -6.18142 1.16254 0.20192 0.7 -0.4 -0.1
H -4.95800 -0.18003 0.56699 -0.4 0.6 -0.2
H -5.44856 3.18078 -0.80710 0.6 0.1 0.5
H -4.12358 4.12442 0.08336 -0.4 -0.6 -0.3
H -5.50870 3.39940 0.96190 0.4 0.1 -0.5
H -2.27610 -1.44729 0.15688 -0.6 0.4 -0.6
H -2.09868 -1.39264 -1.59957 -0.4 0.5 0.6
H -3.71051 -1.07025 -0.94115 0.7 0.2 0.3
H -1.87920 0.49139 -2.85615 0.6 0.0 0.5
H -1.18222 1.94671 -2.10474 0.2 -0.8 0.1
H -0.31705 0.35005 -1.86478 -0.7 0.2 -0.1
H -0.67411 1.84292 0.12909 -0.4 -0.4 0.8
H -0.54451 0.10553 0.54893 -0.4 0.7 0.1
C -0.37760 -6.09059 2.06695 0.0 0.0 0.0
C -1.32973 -6.57927 2.95353 0.0 0.0 0.0
C -0.97064 -7.52024 3.91094 0.1 0.0 0.0
C 0.34380 -7.96565 3.98809 0.0 0.0 0.0
C 1.29683 -7.47387 3.10411 0.0 0.0 0.0
C 0.93527 -6.53948 2.14100 0.0 0.0 0.0
H -0.65825 -5.35915 1.31820 0.0 0.0 0.0
H -2.35290 -6.22685 2.89777 0.0 0.0 0.0
H -1.71439 -7.90578 4.59758 0.0 0.0 0.0
H 0.62500 -8.69563 4.73741 0.0 0.0 0.0
H 2.32198 -7.81984 3.16547 0.0 0.0 0.0
H 1.67696 -6.16000 1.44802 0.0 0.0 0.0
C 6.35712 2.02945 1.86884 0.0 0.0 0.0
C 7.50270 2.09261 1.08383 0.0 0.0 0.0
C 8.54994 1.20637 1.30972 -0.1 0.0 0.0
C 8.44609 0.25113 2.31469 0.0 0.1 0.0
C 7.29881 0.18692 3.09603 0.0 0.0 0.0
C 6.25642 1.07817 2.87642 0.0 0.0 0.0
H 5.54197 2.72230 1.69597 0.0 0.0 0.0
H 7.57983 2.83294 0.29654 0.0 0.0 0.0
H 9.44571 1.25918 0.70261 0.0 0.0 0.0
H 9.25919 -0.44357 2.48882 0.0 0.0 0.0
H 7.21782 -0.55871 3.87832 0.0 0.0 0.0
H 5.36459 1.03104 3.49006 0.0 0.0 0.0
C 7.17046 -4.56795 1.22251 0.0 0.0 0.0
C 7.51925 -5.32638 0.11195 0.0 0.0 0.0
C 8.09153 -4.71476 -0.99728 0.0 0.1 0.1
C 8.32259 -3.34334 -0.99089 0.0 -0.1 0.1
C 7.97641 -2.58621 0.12267 0.0 0.0 -0.1
C 7.39721 -3.19767 1.22697 0.0 0.0 0.0
H 6.72094 -5.04531 2.08515 0.0 0.0 0.0
H 7.34344 -6.39527 0.11204 0.0 0.0 0.0
H 8.35705 -5.30548 -1.86608 0.0 0.0 0.0
H 8.77189 -2.86566 -1.85320 0.0 0.0 0.0
H 8.15588 -1.51782 0.12941 0.0 0.0 0.0
H 7.12238 -2.60539 2.09138 0.0 0.0 0.0
C -7.32533 6.36720 0.30972 0.0 0.0 0.0
C -8.10982 7.07919 -0.58969 0.0 0.0 0.0
C -7.80981 8.40533 -0.87652 0.0 0.0 0.0
C -6.71894 9.01728 -0.27061 0.0 -0.1 0.0
C -5.93243 8.30424 0.62589 0.0 0.0 0.0
C -6.23762 6.98054 0.91952 0.0 0.0 -0.1
H -7.56156 5.33403 0.53498 0.0 0.0 0.0
H -8.95615 6.60001 -1.06705 0.0 0.0 0.0
H -8.42542 8.96186 -1.57282 0.0 0.0 0.0
H -6.48205 10.04974 -0.49760 0.0 0.0 0.0
H -5.08095 8.78089 1.09681 0.0 0.0 0.0
H -5.62669 6.42668 1.62242 0.0 0.0 0.0
C 5.17365 -8.44838 -2.76288 -0.1 0.0 0.1
C 4.18085 -9.39742 -2.97831 0.0 0.0 0.0
C 3.14784 -9.54485 -2.05957 0.1 0.1 0.0
C 3.10329 -8.73612 -0.92995 0.0 0.0 0.0
C 4.09495 -7.78684 -0.71622 0.0 0.0 0.0
C 5.13123 -7.64534 -1.62934 0.0 0.0 -0.1
H 5.98001 -8.33509 -3.47753 0.0 0.0 0.0
H 4.21209 -10.02243 -3.86274 0.0 0.0 0.0
H 2.37708 -10.28783 -2.22476 0.0 0.0 0.0
H 2.29505 -8.84627 -0.21634 0.0 0.0 0.0
H 4.05974 -7.15474 0.16385 0.0 0.0 0.0
H 5.90317 -6.90671 -1.45835 0.0 0.0 -0.1
C -6.08028 3.15508 -3.75050 0.0 0.0 0.0
C -6.78448 2.58377 -4.80403 0.0 0.1 0.0
C -7.47197 3.39236 -5.70156 0.0 0.0 0.0
C -7.44798 4.77426 -5.55107 0.0 0.0 0.0
C -6.74133 5.34624 -4.49994 0.0 0.0 0.0
C -6.06105 4.53709 -3.59743 0.0 0.0 -0.1
H -5.54644 2.52477 -3.04848 0.0 0.0 -0.1
H -6.79780 1.50707 -4.92505 0.0 0.0 0.0
H -8.02593 2.94616 -6.51888 0.0 0.0 0.0
H -7.98012 5.40482 -6.25335 0.0 0.0 0.0
H -6.72140 6.42355 -4.38336 0.0 0.0 0.0
H -5.51460 4.98353 -2.77459 0.0 0.0 0.0
C 2.10063 2.60148 -2.62652 0.0 0.1 0.0
C 1.32499 3.31350 -3.53510 0.0 0.0 0.1
C 1.62165 4.64288 -3.81036 0.0 0.0 0.0
C 2.69958 5.25819 -3.18447 0.0 -0.1 0.0
C 3.47676 4.54568 -2.27924 0.0 0.0 0.0
C 3.17524 3.21873 -1.99681 0.0 0.0 0.0
H 1.86772 1.56585 -2.40880 0.0 0.0 0.0
H 0.48853 2.83208 -4.02786 0.0 0.0 0.0
H 1.01356 5.19936 -4.51309 0.0 0.0 0.0
H 2.93350 6.29315 -3.40268 0.0 0.0 0.0
H 4.31784 5.02533 -1.79285 0.0 0.0 0.0
H 3.77825 2.66475 -1.28685 0.0 0.0 0.0
```
Positions in Å, forces in eV/Å.

Output
- HOMO (alpha / beta) (hartree) = -0.3248 / -0.3334
- multiplicity = 2
- gap between HOMO and LUMO (alpha / beta) (eV) = 9.25 / 8.89